{"formula": "H16HfO8", "method": "wB97M-V/def2-TZVPD", "elements": ["Hf", "O", "H", "H", "O", "H", "H", "O", "H", "H", "O", "H", "H", "O", "H", "H", "O", "H", "H", "O", "H", "H", "O", "H", "H"], "positions_angstrom": [[-0.03412, 0.15700, 0.00460], [-1.44812, -0.51600, 1.56260], [-1.32512, -1.12400, 2.32160], [-2.41512, -0.55800, 1.43260], [1.49188, -0.68400, -1.26740], [2.32788, -1.07800, -0.81040], [1.55288, -0.94700, -2.18740], [1.09288, -1.34500, 1.28460], [1.43788, -1.33700, 2.23160], [1.07388, -2.29900, 1.08960], [-1.90212, 0.40700, -0.91540], [-2.12812, -0.21300, -1.58040], [-2.70212, 0.90900, -0.75040], [1.74588, 1.15800, 0.67060], [2.38688, 1.00600, 1.38060], [2.45188, 1.43000, 0.07260], [-0.76312, -1.96600, -0.69940], [-1.27712, -2.60000, -0.19140], [-0.16712, -2.63900, -1.18740], [-0.75612, 1.90800, 0.94660], [-0.30512, 2.79000, 0.82160], [-1.53012, 1.95100, 1.56460], [0.35488, 1.64100, -1.56440], [-0.21512, 2.35400, -1.94740], [1.05188, 1.59500, -2.28240]], "atomic_forces_ev_per_a": [[0.118, -1.349, 0.572], [-0.727, -0.645, 0.455], [0.292, 0.248, 0.071], [-0.096, 0.192, -0.003], [2.431, -1.073, 1.250], [-1.561, 0.762, -1.136], [0.092, -0.191, -1.029], [0.503, -0.380, 1.593], [-0.288, 0.245, -1.086], [-0.026, -0.085, -0.044], [-0.222, 0.600, 0.588], [-0.750, -1.478, -1.722], [-0.705, 0.826, 0.076], [1.586, 0.251, 0.287], [-0.435, -0.249, 1.527], [-0.067, 0.806, -1.358], [2.008, -1.313, -1.037], [-1.029, -0.120, 0.476], [-1.044, 1.477, 0.361], [-0.123, 1.061, 0.292], [-0.773, -0.530, 0.610], [0.731, 0.578, -0.232], [0.598, 0.718, -1.921], [-0.097, -0.292, 0.506], [-0.419, -0.059, 0.903]], "mulliken_charge": [2.26, -0.50, 0.35, 0.36, -0.50, 0.38, 0.35, -0.49, 0.33, 0.34, -0.43, 0.32, 0.36, -0.43, 0.34, 0.36, -0.55, 0.35, 0.38, -0.52, 0.38, 0.39, -0.53, 0.36, 0.35], "total_charge": 4, "e_above_lowest_kcal_mol": 17.2, "homo_energy_ev": -29.19, "orbital_gap_ev": 12.662, "energy_ev": -17903.4712}